# 1
The following is a DFT calculation (wB97M-V/def2-TZVPD) of a structure of composition C38H39ClN8PtSe2Si in a non-equilibrium geometry.

The geometry in XYZ format:
```
90
Properties=species:S:1:pos:R:3:forces:R:3:mulliken_charge:R:1
Pt -0.662464 -0.540235 -0.587223 0.2 1.8 0.3 0.107
C 2.812602 2.374883 2.999165 0.0 0.0 0.0 -0.736
C 1.658925 2.961339 2.497387 0.0 0.1 -0.1 -1.178
C 0.596673 2.164627 2.098246 0.1 -0.1 0.0 -0.055
C 0.646655 0.773075 2.212643 -0.5 -0.2 0.4 0.423
C 1.820309 0.202600 2.703426 -0.1 0.0 0.0 -0.768
C 2.894976 0.993474 3.088465 0.1 0.0 0.0 -0.868
Si -0.874465 -0.309313 1.785876 0.5 0.2 -0.6 -0.348
C -0.817772 -1.879388 2.838458 -0.1 0.4 -0.1 0.678
C -0.253484 -3.082406 2.418264 0.0 0.0 0.0 0.446
C -0.195072 -4.177866 3.267345 0.1 -0.1 0.0 -0.889
C -0.695736 -4.086675 4.557288 0.0 0.0 0.0 -0.632
C -1.251057 -2.893355 4.996453 0.0 0.0 0.0 -0.783
C -1.316940 -1.802737 4.143198 0.1 -0.1 -0.1 -0.691
C -2.375982 0.709622 2.386770 0.4 -0.3 0.0 0.589
C -3.688066 0.435955 1.993925 0.1 0.1 0.0 -0.550
C -4.766526 1.109897 2.549906 -0.1 0.0 -0.1 -0.544
C -4.557882 2.067323 3.531126 0.0 0.0 0.0 -0.758
C -3.266222 2.337262 3.957933 0.0 0.0 0.0 -0.790
C -2.191497 1.664174 3.394278 -0.1 0.0 0.0 -0.012
H 3.635558 2.993717 3.330410 0.0 0.0 0.0 0.426
H 1.581866 4.040655 2.440330 0.0 0.0 0.0 0.447
H -0.310918 2.627037 1.725076 0.0 0.1 0.0 0.962
H 1.888790 -0.875117 2.804026 0.0 0.0 0.1 0.479
H 3.792323 0.531846 3.480117 0.0 0.0 0.0 0.493
H 0.140643 -3.166653 1.413814 0.0 0.0 0.0 0.034
H 0.247451 -5.104680 2.924160 0.0 0.0 0.0 0.435
H -0.654128 -4.940300 5.220022 0.0 0.0 0.0 0.407
H -1.632553 -2.809642 6.005337 0.0 0.0 0.0 0.435
H -1.753908 -0.877943 4.498532 0.0 0.0 0.0 0.372
H -3.873370 -0.340129 1.264614 0.0 0.0 0.1 0.707
H -5.773739 0.875966 2.229283 0.0 0.0 0.0 0.459
H -5.396967 2.582018 3.978934 0.0 0.0 0.0 0.413
H -3.090670 3.062163 4.742012 0.0 0.0 0.0 0.468
H -1.196618 1.863235 3.766338 0.0 0.0 0.0 0.540
Se -0.681039 -4.837505 -1.030996 -0.5 0.9 0.0 0.320
N -2.418744 -5.027389 -1.154916 -0.4 -0.6 -0.1 -0.803
C -2.983216 -3.837089 -1.099536 0.9 0.3 0.2 0.702
C -4.357256 -3.534353 -1.170936 -0.6 0.5 0.0 -0.702
C -4.715711 -2.213487 -1.098620 -0.5 -0.9 -0.2 -0.951
C -3.759753 -1.198822 -0.943211 1.3 0.2 0.0 -0.414
N -2.462402 -1.437592 -0.835337 -0.7 0.0 0.1 0.371
C -2.063555 -2.736251 -0.938517 0.4 -1.3 -0.1 0.542
N -0.769060 -3.035282 -0.896607 -0.4 -1.5 -0.3 -0.199
H -5.089711 -4.319179 -1.292184 0.0 0.0 0.0 0.505
H -5.758026 -1.936478 -1.160496 0.0 0.1 0.0 0.463
H -4.060288 -0.160808 -0.918599 0.0 0.0 0.1 0.594
C 1.310232 -2.709001 -3.647294 -0.2 -0.3 0.0 -1.143
N 1.918402 -1.402730 -3.718240 0.0 0.3 0.1 0.398
C 1.287563 -0.223095 -3.586302 0.0 0.2 -0.1 -0.657
Se -0.507675 0.097189 -3.303186 -0.3 -0.2 0.2 -0.254
N 2.211798 0.754345 -3.691522 0.1 -0.3 -0.1 0.313
C 3.470552 0.203085 -3.876964 0.1 -0.2 0.0 0.334
C 4.726026 0.775926 -3.994497 0.0 0.0 0.0 -0.961
C 5.791573 -0.091083 -4.164379 0.0 0.1 0.0 -0.587
C 5.602558 -1.474669 -4.210342 0.1 -0.1 0.0 -0.731
C 4.348946 -2.045324 -4.076328 -0.1 -0.1 0.0 -0.730
C 3.280958 -1.178119 -3.898234 0.3 0.3 0.0 0.926
H 0.243178 -2.597615 -3.476420 0.0 0.1 0.0 0.321
H 1.750808 -3.277528 -2.826904 0.0 0.0 0.0 0.333
H 1.464765 -3.250509 -4.580680 0.1 0.1 0.0 0.409
H 1.990052 1.732976 -3.723446 -0.2 0.0 0.1 0.335
H 4.863695 1.847920 -3.957810 0.0 0.0 0.0 0.463
H 6.789115 0.310961 -4.271082 0.0 0.0 0.0 0.436
H 6.461415 -2.114468 -4.356391 0.0 0.0 0.0 0.437
H 4.208028 -3.115843 -4.125568 0.0 0.0 0.0 0.486
Cl 4.435103 -2.434222 -0.054202 0.0 -0.1 0.0 -0.204
C 3.475926 -1.018582 -0.222496 0.0 0.2 0.0 0.123
C 4.057975 0.240781 -0.246503 -0.2 0.0 -0.1 -0.783
C 3.222306 1.331253 -0.428130 0.2 -0.1 0.0 -0.863
C 1.860842 1.138768 -0.543260 -0.2 0.0 0.0 -0.117
N 1.301981 -0.073571 -0.479381 0.5 -0.2 0.2 2.528
C 2.102523 -1.137319 -0.328343 0.2 -0.1 -0.1 -0.760
H 5.125447 0.358446 -0.129792 0.0 0.0 0.0 0.533
H 3.634558 2.329040 -0.469432 0.0 0.0 0.0 0.509
H 1.181749 1.965731 -0.682568 -0.1 0.0 0.0 -0.206
H 1.625352 -2.107790 -0.293406 0.0 0.0 0.0 0.045
N -1.804748 5.657601 -1.705262 -0.1 0.0 0.0 -0.216
C -2.447889 4.353294 -1.318346 0.0 -0.7 0.2 -0.757
C -1.393467 3.240418 -1.165598 -0.2 0.1 0.0 -0.947
N -1.954655 1.969651 -0.783630 -0.5 0.9 0.0 -0.010
H -2.492532 6.412447 -1.762244 0.1 0.0 0.0 0.376
H -1.346835 5.571690 -2.615338 0.0 0.1 0.0 0.357
H -1.096011 5.920680 -1.016501 0.0 0.1 0.0 0.348
H -3.168642 4.085263 -2.089561 0.0 0.2 0.0 0.394
H -2.975769 4.498629 -0.376295 0.0 0.2 0.0 0.407
H -0.667447 3.541571 -0.401943 0.1 0.0 -0.1 0.388
H -0.870852 3.097765 -2.118224 0.1 0.0 0.0 0.390
H -2.566724 1.603857 -1.502089 0.0 0.0 0.0 0.264
H -2.452113 2.001947 0.102115 0.1 -0.1 0.0 -0.078
```
Forces are in eV/Å.

**Spin multiplicity**: 1
**Net charge**: +2
**E_tot**: -206287.32818 eV
**Gap between HOMO and LUMO**: 0.20946 Eh



# 2
The following is a DFT calculation (wB97M-V/def2-TZVPD) of the molecule C19H21NO6 in a non-equilibrium geometry.

The geometry in XYZ format:
```
47
Properties=species:S:1:pos:R:3:forces:R:3:nbo_charge:R:1
C 3.966473 2.913332 1.363188 -0.1 0.0 -0.1 -0.595
C 3.409661 2.597262 -0.027612 0.1 0.0 0.1 -0.441
C 3.244199 1.118649 -0.206298 0.5 -0.1 -0.4 0.119
C 4.177445 0.391616 -0.860265 -0.3 0.4 0.2 -0.345
C 4.084754 -1.042657 -1.029693 0.6 -0.2 -0.3 0.741
O 4.893305 -1.736715 -1.595284 -0.3 0.2 0.2 -0.566
O 2.978325 -1.652610 -0.498376 -0.1 -0.3 0.0 -0.465
C 2.022203 -0.959184 0.158987 -0.7 0.6 0.5 0.335
C 0.937405 -1.707672 0.625345 0.0 -0.1 0.0 -0.033
C 0.904487 -3.184097 0.376606 0.0 0.0 0.0 -0.652
C -0.084272 -1.046467 1.306542 0.5 0.1 -0.2 0.301
O -1.148456 -1.818721 1.693911 0.3 0.0 -0.1 -0.499
C -2.320300 -1.177256 2.136248 -0.1 0.1 0.3 -0.156
C -2.844786 -0.104802 1.185777 0.1 -0.2 0.0 0.679
O -3.278845 0.958409 1.632022 -0.1 0.1 0.3 -0.679
N -2.786841 -0.347130 -0.122874 -0.2 0.2 -0.1 -0.407
C -2.451133 -1.585036 -0.799582 0.1 -0.6 -0.2 -0.213
C -3.346455 -1.553219 -2.033755 0.0 0.1 0.1 -0.404
C -3.329200 -0.075653 -2.419867 0.1 0.0 0.0 -0.419
C -3.222724 0.667528 -1.088305 -0.1 0.5 -0.1 -0.161
C -2.182026 1.815000 -1.141110 -0.4 -0.5 -0.1 0.790
O -1.444100 1.970097 -2.072383 0.2 0.2 -0.1 -0.577
O -2.170795 2.601796 -0.080846 0.1 0.5 0.5 -0.687
C 0.003301 0.327883 1.537320 -0.3 -0.1 0.2 -0.339
C 1.070028 1.050497 1.057170 0.2 -0.2 -0.2 -0.099
C 2.102314 0.431231 0.347829 -0.2 -0.5 0.1 -0.182
H 3.305852 2.540187 2.141927 0.0 0.0 0.1 0.207
H 4.940991 2.447624 1.490816 0.1 0.0 0.0 0.211
H 4.077511 3.987753 1.485743 0.0 0.1 0.1 0.215
H 2.452800 3.100923 -0.169486 0.0 0.0 -0.1 0.221
H 4.104143 2.971384 -0.781141 -0.1 0.0 0.0 0.219
H 5.051154 0.850780 -1.295685 0.1 0.0 -0.1 0.230
H 1.751770 -3.659069 0.867902 0.0 -0.1 0.0 0.232
H -0.016193 -3.613983 0.756434 0.0 -0.1 0.0 0.228
H 0.995249 -3.386809 -0.689128 0.0 -0.1 -0.1 0.229
H -3.064566 -1.973686 2.243361 0.1 0.1 0.0 0.221
H -2.180605 -0.704724 3.117056 0.0 0.0 -0.2 0.214
H -1.394952 -1.572842 -1.089170 0.0 -0.1 0.0 0.208
H -2.634410 -2.445695 -0.158628 0.1 0.1 0.0 0.221
H -4.357542 -1.867169 -1.769753 0.0 -0.1 0.0 0.203
H -2.975753 -2.196666 -2.827281 0.0 -0.1 0.0 0.226
H -2.444210 0.157121 -3.015067 -0.1 0.0 0.0 0.247
H -4.211762 0.222454 -2.980558 0.0 0.1 0.0 0.226
H -4.180125 1.085705 -0.751390 0.1 -0.1 0.0 0.229
H -2.737728 2.246729 0.653376 0.1 -0.1 -0.4 0.518
H -0.759456 0.844848 2.095421 -0.1 0.1 0.1 0.233
H 1.093884 2.113064 1.230540 0.0 0.1 0.0 0.216
```
Forces are in eV/Å.

**Spin multiplicity**: 1
**Net charge**: 0
**SMILES string**: CCc1cc(=O)oc2c(C)c(OCC(=O)N3CCC[C@@H]3C(=O)O)ccc12
**E_tot**: -33820.36741 eV
**Gap between HOMO and LUMO**: 0.32186 Eh



# 3
The following is a DFT calculation (wB97M-V/def2-TZVPD) of a structure of composition C7H9NO in a non-equilibrium geometry.

The geometry in XYZ format:
```
18
Properties=species:S:1:pos:R:3:forces:R:3:nbo_charge:R:1
C -0.057439 0.980297 1.089630 -0.1 -2.0 1.3 -0.573
C 0.825967 -1.308514 -1.148546 -0.2 2.3 -0.2 -0.472
C -2.332879 -0.079761 0.649496 -0.3 0.6 -0.7 -0.651
C 1.312092 0.471425 0.860297 1.1 1.5 -2.9 0.575
C 1.523283 -0.075536 -0.759607 4.6 -1.0 3.3 0.186
C -0.893132 0.027735 0.262803 -0.2 1.2 -1.0 0.103
C -0.407991 -0.416853 -0.941749 -2.8 -2.8 0.4 -0.205
N 2.629915 0.257190 -1.308938 -1.0 1.1 -1.1 -0.629
O 2.277037 0.663287 1.546427 -0.4 -0.7 -0.1 -0.503
H 2.941444 1.186715 -1.020991 0.2 -0.3 0.4 0.333
H -0.196288 2.027680 0.793139 0.0 -0.3 -0.2 0.256
H -0.273039 0.895527 2.158778 -0.1 0.2 0.0 0.232
H 0.959010 -1.537901 -2.209045 0.2 0.0 0.3 0.230
H 0.946243 -2.180371 -0.512395 -0.4 0.1 0.2 0.231
H -1.128135 -0.603556 -1.737440 -0.6 -0.1 0.3 0.206
H -2.439503 -0.526001 1.641190 0.2 0.0 0.0 0.236
H -2.887899 -0.690052 -0.060780 0.0 0.0 0.0 0.224
H -2.798684 0.908689 0.697731 -0.1 0.0 0.1 0.221
```
Forces are in eV/Å.

**Spin multiplicity**: 1
**Net charge**: 0
**E_tot**: -10938.61547 eV
**Gap between HOMO and LUMO**: 0.31203 Eh



# 4
The following is a DFT calculation (wB97M-V/def2-TZVPD) of a structure of composition C44H38BN10STi.

The geometry in XYZ format:
```
95
Properties=species:S:1:pos:R:3:forces:R:3:nbo_charge:R:1
Ti 0.882871 -0.364785 -0.132744 0.4 0.4 -0.1 2.088
C 0.824246 -4.167447 1.611405 0.0 0.1 0.0 -0.645
C -0.230914 -3.121143 1.749887 0.0 0.0 0.0 0.211
C -1.180467 -3.036982 2.779257 0.0 -0.1 0.0 -0.331
C -1.997659 -1.989500 2.432977 0.0 0.0 0.0 0.003
N -1.562287 -1.489658 1.265022 -0.1 -0.1 -0.1 -0.374
N -0.450281 -2.164232 0.843438 -0.2 0.3 0.1 -0.368
B -2.226685 -0.481457 0.311047 0.2 -0.1 0.0 0.976
N -1.765255 -0.866226 -1.131312 -0.1 0.1 -0.1 -0.332
C -2.538155 -1.250175 -2.148851 0.0 0.0 -0.1 0.070
C -1.771428 -1.296501 -3.299301 0.0 0.0 0.0 -0.347
C -0.497250 -0.900341 -2.912677 0.0 0.1 0.1 0.309
C 0.678257 -0.609999 -3.782985 0.0 0.0 0.0 -0.670
N -0.499395 -0.674656 -1.584383 -0.3 -0.2 -0.2 -0.494
N -1.693959 0.934717 0.674735 0.1 0.0 0.2 -0.361
C -2.345895 2.029040 1.083992 0.0 0.1 0.2 0.041
C -1.418408 2.989988 1.432950 -0.1 0.0 0.0 -0.343
C -0.174419 2.403764 1.210724 0.1 -0.1 0.0 0.250
C 1.167993 3.010267 1.430977 0.0 0.0 0.0 -0.635
N -0.345479 1.159465 0.750523 -0.5 -0.3 0.6 -0.477
N -3.729725 -0.552718 0.337512 0.0 0.1 0.1 -0.410
C -4.550339 -1.585064 0.664981 0.0 0.0 -0.1 -0.026
C -5.814788 -1.257792 0.256842 0.0 0.0 -0.1 -0.337
C -5.684810 0.014973 -0.345729 -0.1 0.0 0.0 0.161
C -6.748462 0.845216 -0.988503 0.0 0.0 0.0 -0.643
N -4.429690 0.425058 -0.304163 -0.1 -0.1 0.2 -0.319
H 0.392329 -5.139010 1.850911 0.0 0.0 0.0 0.239
H 1.650529 -3.997773 2.304679 0.0 0.0 0.0 0.224
H 1.216277 -4.202607 0.599582 0.0 0.0 0.0 0.241
H -1.268849 -3.679324 3.638937 0.0 0.0 0.0 0.242
H -2.859861 -1.576432 2.931214 0.0 0.0 0.0 0.238
H -3.587425 -1.448180 -2.003995 0.0 0.0 0.0 0.247
H -2.097666 -1.553603 -4.291988 0.0 0.0 0.0 0.247
H 0.530983 0.362437 -4.257147 0.0 0.0 0.0 0.250
H 0.764861 -1.353576 -4.574229 0.0 0.0 0.0 0.243
H 1.611526 -0.573913 -3.223196 0.0 0.0 0.0 0.241
H -3.422526 2.053558 1.080620 0.0 0.0 0.0 0.261
H -1.610375 3.983466 1.799783 0.0 0.0 0.0 0.246
H 1.143305 3.641413 2.318614 0.0 0.0 0.0 0.238
H 1.450031 3.632487 0.579272 0.0 0.0 0.0 0.243
H 1.937750 2.252683 1.560316 0.0 0.0 0.0 0.234
H -4.180766 -2.478975 1.137534 0.0 0.0 0.0 0.228
H -6.710310 -1.844436 0.371767 0.0 0.0 0.0 0.237
H -7.730703 0.575297 -0.604958 0.0 0.0 0.0 0.229
H -6.758640 0.692290 -2.068941 0.0 0.0 0.0 0.228
H -6.577060 1.904021 -0.801863 0.0 0.0 0.0 0.230
S 0.969435 3.253935 -3.767701 0.1 -0.1 0.1 0.387
C -0.755014 3.177138 -3.620907 0.0 0.0 0.0 -0.212
C -1.727093 3.707619 -4.465322 0.0 0.0 0.0 -0.216
C -3.051908 3.515352 -4.124165 0.0 0.0 0.0 -0.194
C -3.401776 2.815153 -2.962124 0.0 0.0 0.0 -0.222
C -2.438969 2.292493 -2.123756 -0.1 0.0 0.1 -0.156
C -1.096021 2.472035 -2.459025 -0.1 0.0 -0.2 0.068
N -0.011848 2.008298 -1.735722 0.1 -0.1 -0.2 -0.447
C 1.105415 2.321432 -2.283233 0.1 0.1 -0.2 0.092
C 2.404337 1.931342 -1.712375 -0.1 0.0 -0.1 -0.027
C 3.524466 2.644579 -2.142649 0.0 0.1 0.0 -0.214
C 4.772149 2.438687 -1.590284 0.0 -0.1 0.1 -0.187
C 4.894979 1.502714 -0.575841 0.0 0.1 -0.1 -0.205
C 3.787446 0.771998 -0.177625 0.1 -0.1 0.0 -0.130
C 2.506629 0.920259 -0.725919 0.0 0.0 -0.1 -0.527
H -1.451295 4.253974 -5.357140 0.0 0.0 0.0 0.229
H -3.828342 3.918610 -4.760294 0.0 0.0 0.0 0.224
H -4.446727 2.682413 -2.713474 0.0 0.0 0.0 0.221
H -2.725017 1.766521 -1.219085 0.0 0.2 -0.5 0.234
H 3.412205 3.408607 -2.903538 0.0 0.0 0.0 0.222
H 5.624369 3.009664 -1.933159 0.0 0.0 0.0 0.227
H 5.852437 1.324002 -0.103258 0.0 0.0 0.0 0.220
H 3.971653 0.047549 0.597012 0.0 0.0 0.0 0.189
C 3.002321 -3.798906 -1.960045 0.0 0.0 0.0 -0.173
C 3.972008 -4.042801 -0.997649 0.0 0.0 0.0 -0.203
C 3.973213 -3.300417 0.170195 0.0 -0.1 0.0 -0.197
C 3.021854 -2.300707 0.362270 0.1 0.1 0.0 -0.041
C 2.079218 -1.989590 -0.628543 0.2 -0.3 0.2 -0.487
C 2.070171 -2.788466 -1.770168 -0.1 0.0 0.0 -0.210
C 2.923072 -1.576577 1.642008 0.0 0.0 0.1 0.266
C 3.953083 -1.659750 2.609696 0.0 0.0 0.0 -0.273
C 3.873718 -0.923437 3.744361 0.0 0.0 0.0 -0.074
C 2.703424 -0.181479 4.016632 0.0 0.0 0.0 -0.123
C 2.540993 0.516682 5.233294 0.0 0.0 0.0 -0.161
C 1.353060 1.117142 5.533386 0.0 0.0 0.0 -0.203
C 0.275393 0.988854 4.637189 0.0 0.0 0.0 -0.165
C 0.419491 0.339920 3.440793 -0.1 0.0 0.0 -0.228
C 1.662550 -0.208552 3.063643 -0.1 -0.1 0.0 0.247
N 1.839101 -0.821747 1.829468 0.3 0.1 0.0 -0.596
H 2.969736 -4.398209 -2.860917 0.0 0.0 0.0 0.224
H 4.706844 -4.822646 -1.145081 0.0 0.0 0.0 0.227
H 4.690666 -3.548645 0.939668 0.0 0.0 0.0 0.213
H 1.311671 -2.652025 -2.527604 0.0 0.0 0.0 0.213
H 4.827336 -2.257520 2.409440 0.0 0.0 0.0 0.235
H 4.680971 -0.925821 4.467061 0.0 0.0 0.0 0.231
H 3.368667 0.537530 5.931401 0.0 0.0 0.0 0.224
H 1.225773 1.650802 6.465235 0.0 0.0 0.0 0.231
H -0.691624 1.397324 4.901205 0.0 0.0 0.0 0.226
H -0.435249 0.211034 2.800115 0.0 0.0 0.0 0.240
```
Forces are in eV/Å.

**Spin multiplicity**: 1
**Net charge**: +1
**E_tot**: -95772.66341 eV
**Gap between HOMO and LUMO**: 0.25884 Eh